No. 1
ORCA calculation (ωB97M-V/def2-TZVPD) on 2 unconnected molecules or ions with the total composition C2H3F4N.

The geometry in ORCA input format:
```
! RIJCOSX wB97M-V def2-TZVPD def2/J DEFGRID3
* xyz 0 3
C -1.74407 0.01696 -0.21547
C 1.34377 -0.35767 0.15484
N 0.61003 0.51115 0.93647
F 2.64227 -0.08857 -0.02378
F 0.78246 -0.26209 -1.17576
F 1.19338 -1.60213 0.55238
F 0.63238 1.81932 0.41359
H -2.18275 0.89256 -0.51384
H -1.54010 -0.70356 -0.93411
H -1.73738 -0.22597 0.80568
*
```

Computed properties:
- Frontier orbital gap (alpha / beta): 9.55 / 10.06 eV

In elementary charge units, the Mulliken charges are: -1.08 0.93 -0.17 -0.21 -0.25 -0.20 -0.09 0.34 0.35 0.38



No. 2
ORCA calculation (ωB97M-V/def2-TZVPD) on a molecular structure, C37H50BBr2CsN8.

The geometry in ORCA input format:
```
! RIJCOSX wB97M-V def2-TZVPD def2/J DEFGRID3
* xyz 0 1
Cs 0.05718 -0.74034 -2.08714
C 0.31764 3.61737 2.56096
C -0.69281 2.78442 1.84241
C -2.06845 2.93236 1.82487
C -2.53878 1.90942 0.98026
N -1.51825 1.19226 0.52656
N -0.39710 1.73392 1.05226
B 0.91782 1.09435 0.57362
N 1.16598 -0.26030 1.26358
N 1.74157 -1.21823 0.49788
C 1.83820 -2.30424 1.24900
C 1.31856 -2.04738 2.53498
C 0.89488 -0.73416 2.49801
C 0.19996 0.05706 3.55634
C 2.41735 -3.59417 0.72306
C 2.74362 -3.47514 -0.76804
C 1.39886 -4.72226 0.92880
C 3.70577 -3.90903 1.49535
N 2.10116 2.06729 0.68716
N 2.06949 3.11348 -0.17281
C 3.15430 3.83141 0.06269
C 3.91553 3.24197 1.09196
C 3.22081 2.10313 1.44304
C 3.60087 1.07053 2.45639
C 3.42255 5.11534 -0.68548
C 2.61138 5.14816 -1.98469
C 3.01164 6.29889 0.20114
C 4.91518 5.22005 -1.01424
C -3.94606 1.61908 0.51622
C -4.28050 0.14166 0.74871
C -4.94557 2.49609 1.27079
C -4.03595 1.91547 -0.98757
H -0.19963 4.32263 3.21002
H 0.93418 4.16738 1.85034
H 0.98971 3.01402 3.17323
H -2.63806 3.67963 2.35066
H 0.73720 0.82809 -0.58735
H 1.23999 -2.72308 3.37138
H 0.13136 -0.53795 4.46574
H -0.80577 0.33901 3.23702
H 0.73663 0.97831 3.78629
H 1.83531 -3.33231 -1.35743
H 3.23379 -4.38824 -1.11148
H 3.40777 -2.62907 -0.94479
H 0.47417 -4.49548 0.39386
H 1.16003 -4.84820 1.98592
H 1.79560 -5.66820 0.55355
H 4.43760 -3.11423 1.34137
H 4.13886 -4.85213 1.15498
H 3.50883 -3.98669 2.56540
H 4.85466 3.57363 1.50194
H 4.59667 1.29699 2.83411
H 3.60945 0.07114 2.02020
H 2.91155 1.05936 3.30250
H 1.54920 5.05194 -1.76498
H 2.90430 4.31204 -2.62216
H 2.79295 6.08546 -2.51467
H 1.94636 6.24520 0.43229
H 3.20819 7.24721 -0.30477
H 3.56531 6.28647 1.14150
H 5.22968 4.37357 -1.62705
H 5.52090 5.22661 -0.10741
H 5.11925 6.14127 -1.56419
H -4.21601 -0.10325 1.81081
H -3.57330 -0.48579 0.20636
H -5.29221 -0.08079 0.40086
H -4.88825 2.30962 2.34457
H -5.96060 2.27402 0.93624
H -4.75109 3.55447 1.09391
H -3.32632 1.28410 -1.52496
H -3.78823 2.95905 -1.19009
H -5.04286 1.71703 -1.36196
Br -1.39611 1.76213 -4.11201
C 0.27591 2.00206 -5.03159
Br 1.20754 0.33175 -5.29498
H 0.90468 2.64873 -4.43180
H 0.07640 2.42766 -6.00632
C -2.62242 -2.85982 1.74493
C -1.70136 -2.28179 0.85673
N -1.57870 -2.65484 -0.39758
C -2.38402 -3.62883 -0.86477
C -3.36262 -4.24431 -0.06769
C -3.45708 -3.83587 1.27494
C -4.22332 -5.24516 -0.62706
C -4.10732 -5.61349 -1.91875
C -3.10589 -5.02499 -2.75998
C -2.94301 -5.40509 -4.10314
C -1.95510 -4.82798 -4.85449
C -1.13458 -3.86887 -4.24475
N -1.26357 -3.48137 -2.99558
C -2.23541 -4.04616 -2.24755
H -2.67238 -2.51762 2.76888
H -1.05544 -1.47635 1.18147
H -4.19597 -4.29649 1.92015
H -4.97252 -5.69647 0.01159
H -4.76007 -6.36467 -2.34519
H -3.60364 -6.15484 -4.52216
H -1.79977 -5.10074 -5.88848
H -0.33818 -3.39788 -4.81266
*
```

Computed properties:
- Frontier orbital gap: 7.64 eV

In elementary charge units, the Mulliken charges are: 1.42 -1.11 0.37 -0.96 -0.13 -1.11 1.76 1.55 1.15 -0.96 -0.12 -0.22 -0.26 -1.33 2.10 -1.44 -1.50 -1.86 -0.24 -0.78 -0.14 -1.13 0.51 -1.01 2.23 -1.78 -1.78 -1.74 2.35 -1.33 -2.29 -1.57 0.45 -0.15 0.15 0.57 -1.10 0.58 0.53 0.10 -0.04 -0.03 0.43 0.32 0.13 0.29 0.47 0.37 0.45 0.34 0.45 0.47 -0.01 0.14 0.31 0.37 0.44 0.32 0.48 0.35 0.38 0.28 0.44 0.41 0.08 0.45 0.43 0.41 0.41 0.17 0.42 0.39 -0.03 -0.15 -0.10 0.04 0.33 -1.13 -0.58 0.79 -0.67 1.57 -1.02 -1.00 -1.00 0.91 -0.57 -0.83 -0.33 -0.05 0.47 0.64 0.07 0.44 0.43 0.39 0.41 0.39 0.45



No. 3
ORCA calculation (ωB97M-V/def2-TZVPD) on 2 unconnected molecules or ions with the total composition C9H9N3O2.

The geometry in ORCA input format:
```
! RIJCOSX wB97M-V def2-TZVPD def2/J DEFGRID3
* xyz 0 1
O -1.24982 -1.62740 -2.09354
C -0.51953 -1.53601 -1.14740
C -0.89669 -2.07429 0.13032
C -0.29913 -1.91421 1.28906
N 0.85473 -1.36740 1.36165
C 1.51547 -0.87702 0.16549
O 2.72721 -0.64345 0.19528
N 0.70211 -0.87141 -0.96998
H -1.84346 -2.84718 -0.03687
H -0.41182 -2.61629 2.22233
H 1.54660 -1.29477 2.04957
H 1.10785 -0.25981 -1.67271
C -0.49922 2.18690 -1.14426
C 0.65575 2.45683 -0.37174
C 0.52303 2.17930 1.05615
N -0.49627 1.42912 1.53241
C -1.56833 1.24857 0.72206
C -1.67131 1.70620 -0.61842
H -0.56046 2.53093 -2.07812
H 1.28989 3.01629 -1.07204
H 1.20667 2.98071 1.73680
H -2.43429 0.69898 1.19363
H -2.58432 1.36819 -1.11252
*
```

Computed properties:
- Frontier orbital gap: 9.51 eV
- Structure (SMILES): O=c1cc[nH]c(=O)[nH]1.c1ccncc1

In elementary charge units, the Mulliken charges are: -0.61 0.47 -0.45 0.06 0.05 0.12 -0.62 0.06 0.19 0.30 0.15 0.28 -0.29 -0.29 -0.25 -0.55 0.07 -0.57 0.56 0.34 0.23 0.36 0.36



No. 4
ORCA calculation (ωB97M-V/def2-TZVPD) on a molecular structure, C12H14F6N5O4RuS3.

The geometry in ORCA input format:
```
! RIJCOSX wB97M-V def2-TZVPD def2/J DEFGRID3
* xyz 1 1
Ru 0.34326 -0.63967 -1.30474
C -1.72734 4.52083 0.27946
C -2.38634 3.70153 -0.81654
N -2.36744 2.29343 -0.49294
C -1.31394 1.49813 -0.86074
S -1.92034 -0.07177 -1.30494
N -0.07634 1.93643 -0.86444
N 0.96366 1.10973 -1.30464
C 1.73456 0.67503 -0.36154
C 1.69356 1.13873 1.07106
C 2.70496 -0.37057 -0.72224
C 4.06596 -0.19927 -0.50804
C 4.92066 -1.21687 -0.92454
C 4.38616 -2.35267 -1.52924
C 3.01136 -2.42697 -1.69644
N 2.16046 -1.46177 -1.30494
H -1.79934 5.58833 0.04816
H -0.66774 4.27123 0.39006
H -2.21384 4.34713 1.24506
H -1.90654 3.89193 -1.78364
H -3.42974 4.02223 -0.91204
H -3.19704 1.77723 -0.77204
H 0.70726 0.94113 1.49926
H 1.89616 2.21353 1.10796
H 2.44006 0.62403 1.68196
H 4.44986 0.70993 -0.06214
H 5.99386 -1.11987 -0.79334
H 5.02346 -3.15927 -1.87224
H 2.54086 -3.28527 -2.16684
F 0.14896 0.15863 3.65886
C -0.90864 -0.47657 3.07746
F -1.55614 -1.14027 4.08286
F -1.77004 0.50333 2.66956
S -0.42604 -1.58827 1.71616
O 0.22936 -0.72247 0.73456
O 0.44466 -2.59277 2.33356
N -1.88364 -2.08387 1.34506
S -1.90824 -2.67457 -0.12394
O -1.61474 -4.10637 -0.23464
O -1.30624 -1.83857 -1.16394
C -3.70604 -2.53627 -0.38964
F -4.42154 -3.25907 0.52476
F -4.10714 -2.97187 -1.61834
F -4.15264 -1.24977 -0.27214
H 0.90806 -2.37797 -1.30474
*
```

Computed properties:
- Frontier orbital gap: 6.58 eV

In elementary charge units, the Mulliken charges are: 0.04 -1.07 -0.34 -0.15 0.79 -0.41 -0.48 -0.52 1.87 -1.31 -0.19 -0.54 -0.42 -0.73 -0.21 -0.07 0.36 0.25 0.28 0.27 0.42 0.21 0.11 0.46 0.49 0.50 0.45 0.42 0.48 -0.18 0.59 -0.21 -0.21 0.86 -0.15 -0.65 -0.38 1.09 -0.61 -0.56 0.55 -0.18 -0.19 -0.17 0.44



Calculated total energy values, unit hartree, following the record order: -532.004649, -7071.144003, -663.023686, -2928.403887.
Max |F| values, unit hartree/bohr, following the record order: 0.10468, 0.02582, 0.14495, 0.23583.